No. 1
Molecular formula: C3H5NSSi
Method: DFT, the ωB97M-V functional and the def2-TZVPD basis

Summary:
**E_HOMO (spin up / spin down)**: -0.3054 / -0.3053 hartree
**Frontier orbital gap (spin up / spin down)**: 0.2177 / 0.2176 Eh
**Relative energy (zero: lowest compared OMol25 entry of this formula, charge and spin)**: 496.7 kJ/mol
**LUMO energy (spin up / spin down)**: -2.386 / -2.388 eV

Structure (XYZ):
```
11
Properties=species:S:1:pos:R:3:forces:R:3:nbo_charge:R:1
C 1.0582 -1.3253 1.0383 -2.1 2.4 -3.5 -0.505
C 1.7471 1.3430 1.0909 0.9 1.2 2.2 -0.166
C 0.1181 -1.1324 0.1227 1.7 1.5 2.7 -0.142
N 0.7156 1.7125 0.5754 -0.8 -1.5 -1.0 -0.376
Si -1.0528 -0.0558 -0.7698 -1.8 -0.5 -2.1 0.819
S 2.3889 -0.3226 1.4568 0.7 0.5 0.5 0.305
H 1.3074 -2.2695 1.3099 0.5 -3.1 1.2 0.278
H 2.3754 2.0579 1.7944 -0.6 -1.2 -1.4 0.229
H -0.2027 0.3036 -1.9448 -0.4 0.2 0.3 -0.125
H -1.9828 0.9181 -0.2244 0.4 0.6 0.7 -0.132
H -2.2778 -0.8918 -1.3707 1.5 0.1 0.5 -0.184
```
Forces are in eV/Å.

=====

No. 2
Molecular formula: C3H5O3
Method: DFT, the ωB97M-V functional and the def2-TZVPD basis

Summary:
**E_HOMO**: -0.1616 hartree
**Frontier orbital gap**: 0.3019 Eh
**Relative energy (zero: lowest compared OMol25 entry of this formula, charge and spin)**: 333.2 kJ/mol
**LUMO energy**: 3.820 eV
**Charge**: -1

Structure (XYZ):
```
11
Properties=species:S:1:pos:R:3:forces:R:3:nbo_charge:R:1
O 0.6294 1.4887 -2.2454 0.3 -0.2 0.8 -0.768
C 0.7371 0.5000 -1.4821 -0.4 -1.3 -1.9 0.755
O 1.3529 -0.5793 -1.6737 0.6 0.2 0.2 -0.791
C -0.1566 0.4832 -0.2672 -0.8 2.0 2.6 -0.542
C -0.0942 -0.6549 0.7553 -1.7 -1.9 -4.7 -0.246
O -1.3587 -0.5137 1.9972 3.2 0.5 -1.0 -0.717
H 0.1195 1.4342 0.2322 -0.2 -0.3 0.2 0.202
H -1.2074 0.6641 -0.5144 0.2 -0.2 -0.3 0.222
H 0.9382 -1.0185 0.9170 -0.4 0.4 1.0 0.241
H -0.6541 -1.5023 0.3527 0.7 0.1 -0.1 0.232
H -0.3060 -0.3016 1.9284 -1.5 0.8 3.3 0.411
```
Forces are in eV/Å.

=====

No. 3
Molecular formula: C3H5O3
Method: DFT, the ωB97M-V functional and the def2-TZVPD basis

Summary:
**E_HOMO (spin up / spin down)**: -0.6008 / -0.5974 hartree
**2S+1**: 3
**Frontier orbital gap (spin up / spin down)**: 0.3796 / 0.2625 Eh
**Relative energy (zero: lowest compared OMol25 entry of this formula, charge and spin)**: 330.7 kJ/mol
**LUMO energy (spin up / spin down)**: -6.019 / -9.112 eV
**Charge**: +1

Structure (XYZ):
```
11
Properties=species:S:1:pos:R:3:forces:R:3:lowdin_spin:R:1
C -0.5700 1.1928 -0.3179 -1.3 2.0 0.8 0.009
C -0.0144 -0.1489 -0.5146 1.7 -1.3 -0.2 0.048
C 0.9768 -0.5493 0.6193 -1.6 -3.8 -3.0 0.012
O -1.2527 -0.9309 -0.6347 -0.7 -1.0 1.7 0.356
O -1.9969 -0.8628 0.4270 0.6 -0.1 -1.4 0.935
O -1.5471 1.3528 0.3137 1.9 1.3 -1.1 0.223
H 0.3854 2.5688 -1.0712 -1.2 -1.6 1.0 0.413
H 0.5050 -0.4137 -1.4258 -0.2 0.6 -0.5 -0.001
H 1.9469 -0.2844 0.2991 1.1 0.1 -0.2 0.001
H 0.8300 -1.6940 0.7768 0.7 1.7 -0.9 0.003
H 0.7371 -0.2305 1.5282 -1.0 2.1 3.7 0.003
```
Forces are in eV/Å.

=====

No. 4
Molecular formula: C3H5O3Tl
Method: DFT, the ωB97M-V functional and the def2-TZVPD basis

Summary:
**E_HOMO (spin up / spin down)**: -0.2411 / -0.2410 hartree
**Frontier orbital gap (spin up / spin down)**: 0.2073 / 0.2071 Eh
**Relative energy (zero: lowest compared OMol25 entry of this formula, charge and spin)**: 461.8 kJ/mol
**LUMO energy (spin up / spin down)**: -0.919 / -0.922 eV

Structure (XYZ):
```
12
Properties=species:S:1:pos:R:3:forces:R:3:nbo_charge:R:1
H -0.5523 -1.7798 -1.6828 0.8 -1.2 -0.1 -0.512
O 0.8223 -0.0427 1.1166 -0.4 1.3 1.5 -0.472
C -0.2928 -0.7921 1.0189 3.1 -1.9 -6.3 0.944
C 0.6610 1.2146 0.4472 -0.1 0.4 0.1 -0.105
O -0.1603 -1.9850 1.2481 -2.3 1.7 1.7 -0.630
O -0.8062 -0.4189 -0.3717 -0.7 0.5 4.0 -0.471
C -0.5039 0.9767 -0.5230 -0.7 0.0 0.4 -0.120
H 1.5982 1.4721 -0.0570 -0.2 -0.3 0.2 0.205
H 0.4261 1.9783 1.1976 0.1 -0.1 -0.2 0.189
H -0.2699 1.2195 -1.5641 0.0 -0.4 0.2 0.213
H -1.4093 1.5088 -0.2098 0.3 0.3 -0.2 0.183
Tl 0.4871 -3.3516 -0.6200 -0.1 -0.3 -1.2 0.576
```
Forces are in eV/Å.

=====

No. 5
Molecular formula: C3H5O4
Method: DFT, the ωB97M-V functional and the def2-TZVPD basis

Summary:
**E_HOMO (spin up / spin down)**: -0.2199 / -0.4025 hartree
**2S+1**: 4
**Frontier orbital gap (spin up / spin down)**: 0.2466 / 0.4148 Eh
**Relative energy (zero: lowest compared OMol25 entry of this formula, charge and spin)**: 96.6 kJ/mol
**LUMO energy (spin up / spin down)**: 0.728 / 0.334 eV

Structure (XYZ):
```
12
Properties=species:S:1:pos:R:3:forces:R:3:lowdin_spin:R:1
O -2.2265 1.1388 1.9957 2.3 -6.5 -2.0 1.002
O -2.5912 2.1637 2.3041 -2.3 6.5 1.9 1.001
C 1.4961 -0.7430 0.0584 0.0 -0.2 0.4 0.025
C 0.2732 -0.3826 -0.7703 -0.2 0.1 -1.0 0.103
C -0.0319 1.0095 -0.7064 1.5 -3.4 -0.4 0.442
O -0.3034 2.1160 -0.6269 -1.1 4.1 0.3 0.305
O -0.8295 -1.2063 -0.3822 -0.9 -0.9 0.4 0.095
H 2.3764 -0.1772 -0.2497 -0.2 0.0 -0.1 0.005
H 1.2960 -0.5335 1.1084 0.0 0.0 0.0 0.001
H 1.7082 -1.8074 -0.0297 -0.1 0.0 -0.1 0.004
H 0.4705 -0.6249 -1.8272 0.2 0.3 0.0 0.012
H -1.6379 -0.9533 -0.8742 0.8 -0.1 0.4 0.006
```
Forces are in eV/Å.

=====

No. 6
Molecular formula: C3H5O4
Method: DFT, the ωB97M-V functional and the def2-TZVPD basis

Summary:
**E_HOMO (spin up / spin down)**: -0.5403 / -0.5403 hartree
**Frontier orbital gap (spin up / spin down)**: 0.2371 / 0.2370 Eh
**Relative energy (zero: lowest compared OMol25 entry of this formula, charge and spin)**: 418.5 kJ/mol
**LUMO energy (spin up / spin down)**: -8.250 / -8.254 eV
**Charge**: +1

Structure (XYZ):
```
12
Properties=species:S:1:pos:R:3:forces:R:3:nbo_charge:R:1
C -0.1032 2.5703 0.3584 -0.5 -2.8 -1.0 -0.122
C -1.2915 1.9890 -0.0317 -0.4 1.4 0.1 -0.434
C -1.5402 0.6021 0.3099 3.1 -0.4 -0.2 0.839
O -3.5396 -1.5297 0.3893 -0.1 1.5 -0.1 0.027
O -1.0130 -0.3965 0.5147 -1.7 1.1 0.0 -0.304
O -3.5248 0.6667 0.3321 0.6 -0.9 0.0 -0.167
O -4.1385 -0.4585 0.3460 -0.7 -0.9 0.1 0.374
H 0.1972 3.5909 0.1293 -0.4 -0.2 0.1 0.261
H 0.6889 1.8467 0.7038 -0.9 1.2 0.2 0.239
H -2.1324 2.4743 -0.5750 0.8 -0.1 0.7 0.287
H 8.3535 -5.8162 -1.6456 -1.3 1.2 3.4 0.005
H 8.0436 -5.5391 -0.8310 1.3 -1.2 -3.4 -0.005
```
Forces are in eV/Å.

=====

No. 7
Molecular formula: C3H5O4P
Method: DFT, the ωB97M-V functional and the def2-TZVPD basis

Summary:
**E_HOMO (spin up / spin down)**: -0.3313 / -0.3308 hartree
**Frontier orbital gap (spin up / spin down)**: 0.2988 / 0.2991 Eh
**Relative energy (zero: lowest compared OMol25 entry of this formula, charge and spin)**: 450.3 kJ/mol
**LUMO energy (spin up / spin down)**: -0.884 / -0.863 eV

Structure (XYZ):
```
13
Properties=species:S:1:pos:R:3:forces:R:3:nbo_charge:R:1
C -1.0457 0.2614 -1.1116 -0.4 -3.2 -0.9 0.363
C -0.2473 -0.3298 -0.2501 -0.3 -1.6 -0.3 0.063
C 0.5241 0.4497 0.8048 -1.0 -1.5 -1.3 -0.093
O -1.3329 3.8765 -0.7524 0.8 0.9 -0.5 -1.032
O -1.3896 1.4585 -1.3856 -0.3 1.1 -0.6 -0.781
O -0.0979 -1.7084 -0.2545 0.2 0.7 -0.6 -0.697
O 0.4374 1.8290 0.4699 0.7 1.1 0.1 -0.711
P -1.4684 2.6099 -0.0731 -2.5 -0.9 1.0 1.564
H -1.7495 -1.4744 -2.1227 0.8 2.5 1.1 -0.129
H 1.5283 0.0340 0.7944 0.3 0.5 0.3 0.219
H 0.0118 0.2433 1.7536 0.5 0.6 0.0 0.223
H -0.4629 -1.9954 -1.1541 0.2 0.5 1.3 0.495
H 0.6498 2.0794 -0.4526 1.0 -0.9 0.4 0.514
```
Forces are in eV/Å.

=====

No. 8
Molecular formula: C3H5O4Rb
Method: DFT, the ωB97M-V functional and the def2-TZVPD basis

Summary:
**E_HOMO (spin up / spin down)**: -0.0453 / -0.1434 hartree
**2S+1**: 2
**Frontier orbital gap (spin up / spin down)**: 0.0948 / 0.1899 Eh
**LUMO energy (spin up / spin down)**: 1.348 / 1.266 eV
**Charge**: -1

Structure (XYZ):
```
13
Properties=species:S:1:pos:R:3:forces:R:3:lowdin_spin:R:1
C -1.5043 1.0698 1.7751 0.4 0.4 0.0 0.088
C -0.6646 -0.0981 1.3199 -0.4 -1.2 0.0 0.470
O -1.3019 -1.1447 0.8112 0.2 0.6 -0.5 0.308
Rb -1.5420 -1.9806 -2.3644 1.0 0.7 0.8 0.009
H -0.8903 1.8313 2.2946 -0.2 -0.2 -0.3 0.000
H -1.9988 1.5515 0.9182 0.0 0.0 0.2 0.011
H -2.2815 0.7413 2.4853 -0.1 0.0 -0.1 0.025
H 0.1818 -0.3500 1.9927 0.0 0.2 -0.2 0.043
H 1.3274 0.0906 -0.4817 2.6 0.8 -2.7 0.021
O 3.1429 -1.1860 -2.4467 1.0 1.4 -0.7 0.002
C 2.2190 -0.3658 -2.2868 -2.0 -4.7 0.5 0.002
O 1.1133 -0.4421 -2.9132 -0.6 1.0 -0.6 0.001
O 2.1989 0.2829 -1.1041 -1.9 1.2 3.6 0.019
```
Forces are in eV/Å.

=====

No. 9
Molecular formula: C3H5O5Pm
Method: DFT, the ωB97M-V functional and the def2-TZVPD basis

Summary:
**E_HOMO (spin up / spin down)**: -0.4570 / -0.5277 hartree
**2S+1**: 6
**Frontier orbital gap (spin up / spin down)**: 0.2581 / 0.3155 Eh
**Relative energy (zero: lowest compared OMol25 entry of this formula, charge and spin)**: 0.0 kJ/mol
**LUMO energy (spin up / spin down)**: -5.413 / -5.775 eV
**Charge**: +1

Structure (XYZ):
```
14
Properties=species:S:1:pos:R:3:forces:R:3:lowdin_spin:R:1
O 1.0334 -2.1363 1.1264 -0.2 0.4 -0.6 0.233
C 0.9251 -1.5488 -0.0828 -0.3 0.0 0.3 0.453
C 2.1152 -0.9382 -0.7792 0.5 -0.6 0.2 0.075
O 1.7905 0.3221 -1.2891 -1.7 1.1 0.7 0.010
H 1.8237 -1.8293 1.5958 0.0 -0.1 -0.1 0.001
H -3.3729 0.9972 -0.5881 -0.1 0.2 0.3 0.000
H 0.0999 -1.9652 -0.6724 0.2 0.0 0.2 0.036
H 2.4484 -1.6179 -1.5913 -0.1 0.3 0.2 0.022
H 2.9539 -0.8896 -0.0527 -0.2 0.1 -0.3 0.000
Pm -0.0428 1.2908 -0.5526 0.7 -0.5 -0.1 4.170
O -2.5013 1.3563 -0.3623 0.3 -0.9 -1.5 0.001
C -2.4868 2.1525 0.7971 -2.6 0.3 2.4 0.001
O -1.2769 2.4564 1.0360 1.9 -0.1 -0.5 0.000
O -3.5092 2.3500 1.4153 1.5 -0.2 -1.4 -0.002
```
Forces are in eV/Å.

=====

No. 10
Molecular formula: C3H5OPS2
Method: DFT, the ωB97M-V functional and the def2-TZVPD basis

Summary:
**E_HOMO (spin up / spin down)**: -0.2524 / -0.2846 hartree
**Frontier orbital gap (spin up / spin down)**: 0.1692 / 0.2282 Eh
**Relative energy (zero: lowest compared OMol25 entry of this formula, charge and spin)**: 334.6 kJ/mol
**LUMO energy (spin up / spin down)**: -2.263 / -1.535 eV

Structure (XYZ):
```
12
Properties=species:S:1:pos:R:3:forces:R:3:nbo_charge:R:1
C 0.0866 -0.1599 1.0766 1.5 -0.6 -2.7 -0.449
C 0.5735 -0.4104 -1.2177 2.8 -1.3 3.2 -0.507
C 1.1600 0.3593 0.0177 -0.6 1.4 1.5 -0.394
O -3.4318 -0.1977 0.5339 -0.8 -0.4 1.1 -0.990
P -2.4671 0.3789 -0.3691 1.3 0.4 -1.3 1.263
S -0.7177 -1.2374 -0.2486 -0.1 -0.1 1.1 0.272
S 1.0863 2.1413 -0.1477 -0.5 -0.3 -0.2 -0.355
H 0.6800 -0.7402 1.6824 0.6 -1.9 1.9 0.216
H -0.5278 0.4645 1.6463 -1.0 1.2 0.4 0.233
H 0.0110 0.1988 -1.7701 -1.3 2.7 -2.8 0.223
H 1.3629 -0.9469 -1.7152 -0.4 -0.8 -0.5 0.249
H 2.1841 0.1497 0.5115 -1.4 -0.4 -1.6 0.239
```
Forces are in eV/Å.

=====

Max |F| (computed, eV/A): 4.72, 5.36, 5.05, 7.34, 7.15, 3.82, 3.34, 5.14, 3.55, 4.46